1.
{"formula": "C29H40AsAuBrN5OSSi", "method": "ωB97M-V/def2-TZVPD", "symbols": ["Au", "S", "N", "C", "C", "C", "C", "C", "N", "C", "C", "N", "C", "C", "C", "C", "C", "N", "H", "H", "H", "H", "H", "H", "C", "Si", "C", "C", "C", "C", "C", "C", "C", "C", "H", "H", "H", "H", "H", "H", "H", "H", "H", "H", "H", "H", "H", "H", "H", "H", "H", "H", "H", "H", "H", "C", "As", "C", "C", "O", "H", "H", "H", "H", "H", "H", "H", "H", "H", "Br", "C", "C", "C", "C", "N", "C", "H", "H", "H", "H"], "positions_angstrom": [[-0.226, 0.689, -0.113], [-6.231, 0.347, 4.823], [-4.920, 1.279, 4.830], [-4.209, 1.035, 3.737], [-2.965, 1.635, 3.365], [-2.337, 2.620, 4.135], [-1.123, 3.117, 3.713], [-0.582, 2.633, 2.520], [-1.176, 1.728, 1.772], [-2.347, 1.212, 2.167], [-2.974, 0.217, 1.325], [-2.347, -0.158, 0.207], [-2.897, -1.054, -0.581], [-4.147, -1.617, -0.346], [-4.821, -1.268, 0.804], [-4.222, -0.351, 1.675], [-4.818, 0.047, 2.911], [-5.952, -0.405, 3.430], [-2.818, 2.958, 5.041], [-0.597, 3.873, 4.276], [0.366, 3.004, 2.154], [-2.313, -1.338, -1.442], [-4.563, -2.319, -1.048], [-5.788, -1.678, 1.052], [2.034, 0.890, -2.851], [0.590, -0.221, -2.233], [-0.908, 0.228, -4.076], [-1.878, -0.892, -4.260], [0.015, 0.399, -5.234], [-1.519, 1.480, -3.536], [1.253, -2.117, -2.379], [2.407, -2.190, -3.375], [0.189, -3.137, -2.766], [1.776, -2.451, -0.983], [2.348, 0.661, -3.865], [2.897, 0.753, -2.205], [1.787, 1.947, -2.819], [-1.403, -1.783, -4.655], [-2.631, -0.585, -4.994], [-2.423, -1.131, -3.354], [0.647, -0.473, -5.379], [0.625, 1.290, -5.152], [-0.583, 0.494, -6.146], [-2.109, 1.290, -2.643], [-2.195, 1.891, -4.293], [-0.778, 2.243, -3.323], [2.124, -1.861, -4.372], [2.725, -3.228, -3.459], [3.264, -1.609, -3.047], [-0.031, -3.101, -3.829], [-0.730, -3.011, -2.201], [0.567, -4.136, -2.555], [2.613, -1.813, -0.710], [2.133, -3.480, -0.969], [1.005, -2.352, -0.221], [3.051, -2.080, 2.712], [1.388, -1.107, 3.005], [0.331, -2.187, 4.224], [1.861, 0.557, 3.908], [0.589, -0.867, 1.591], [3.491, -2.350, 3.670], [3.764, -1.471, 2.156], [2.854, -2.992, 2.147], [0.862, -2.275, 5.170], [0.194, -3.181, 3.794], [-0.649, -1.742, 4.403], [2.385, 0.325, 4.831], [0.965, 1.139, 4.126], [2.516, 1.143, 3.263], [5.562, 0.295, 0.395], [4.141, 1.557, 0.333], [4.384, 2.924, 0.255], [3.295, 3.776, 0.139], [2.020, 3.231, 0.070], [1.802, 1.928, 0.191], [2.827, 1.106, 0.334], [5.391, 3.308, 0.292], [3.436, 4.843, 0.081], [1.151, 3.856, -0.073], [2.585, 0.061, 0.460]], "forces_ev_per_angstrom": [[0.16, 0.65, 0.92], [0.81, 0.11, -0.70], [0.37, 0.47, 0.37], [-1.11, -0.69, 0.13], [0.70, 0.24, -0.39], [0.14, -0.14, -0.19], [-0.12, -0.07, -0.09], [0.07, 0.39, 0.22], [0.08, -0.25, -0.33], [-0.28, 0.50, 0.93], [-0.83, -0.34, 0.35], [1.36, 0.29, -0.58], [-0.20, -0.48, -0.57], [0.01, 0.08, 0.23], [0.29, 0.14, -0.08], [0.58, -0.09, -0.70], [-0.40, 0.60, 1.16], [-0.28, -0.47, -0.49], [0.01, 0.06, 0.09], [0.03, 0.04, 0.02], [0.02, 0.03, 0.07], [-0.02, -0.06, -0.08], [0.00, -0.10, -0.10], [-0.07, -0.06, 0.02], [-0.26, -0.17, 1.05], [-0.02, -0.80, -3.56], [0.87, -0.36, 2.51], [-0.27, -0.15, -0.16], [0.19, 0.04, -0.07], [-0.49, 0.40, -0.43], [-0.18, 1.10, 0.87], [-0.09, 0.20, 0.03], [-0.02, 0.25, -0.01], [-0.09, -0.20, -0.01], [-0.17, -0.30, -0.02], [0.29, -0.03, -0.01], [-0.17, 0.23, 0.01], [-0.03, -0.11, 0.03], [-0.01, 0.08, -0.11], [-0.05, -0.08, 0.01], [0.13, -0.09, -0.07], [0.12, 0.10, -0.03], [-0.14, 0.04, -0.05], [-0.09, 0.00, 0.09], [-0.13, 0.18, -0.07], [0.13, 0.14, 0.06], [-0.02, 0.03, -0.12], [0.05, -0.15, 0.02], [0.12, 0.08, -0.01], [-0.11, 0.02, -0.06], [-0.23, -0.04, 0.06], [0.07, -0.14, 0.04], [0.19, 0.13, 0.10], [0.14, -0.18, 0.04], [-0.03, -0.02, 0.12], [-0.26, 0.12, 0.06], [0.67, -0.43, 1.05], [0.12, 0.13, -0.12], [-0.14, -0.31, -0.25], [-0.42, 0.29, -0.78], [0.00, 0.03, 0.07], [-0.08, 0.08, 0.02], [-0.14, 0.11, 0.04], [0.02, -0.02, 0.03], [0.07, 0.13, -0.03], [0.13, 0.09, -0.11], [0.03, -0.02, 0.08], [0.02, -0.16, 0.02], [0.02, -0.06, -0.03], [-0.45, 0.37, 0.04], [0.11, -0.10, 0.06], [-0.14, -0.27, 0.07], [-0.12, -0.27, -0.04], [-0.10, 0.66, -0.07], [-1.35, -0.96, -0.58], [0.86, -0.56, 0.20], [0.12, 0.04, -0.05], [-0.05, 0.07, -0.03], [-0.04, 0.08, -0.03], [0.08, -0.09, -0.07]], "gap_ev": [5.34, 5.36], "homo_ev": [-13.01, -13.01], "charge": 2}

2.
{"formula": "C29H40AsBN6O2PdSSi2", "method": "ωB97M-V/def2-TZVPD", "symbols": ["Pd", "N", "C", "N", "C", "N", "C", "C", "N", "C", "C", "N", "H", "H", "H", "H", "H", "S", "C", "N", "C", "C", "C", "C", "C", "C", "H", "H", "H", "H", "H", "C", "Si", "C", "C", "As", "Si", "C", "C", "C", "H", "H", "H", "H", "H", "H", "H", "H", "H", "H", "H", "H", "H", "H", "H", "H", "H", "H", "C", "C", "C", "C", "C", "C", "C", "C", "O", "B", "O", "C", "C", "H", "H", "H", "H", "H", "H", "H", "H", "H", "H", "H", "H"], "positions_angstrom": [[0.113, -0.233, -0.487], [-0.210, 0.057, 4.064], [0.246, 0.731, 2.994], [-0.217, 0.183, 1.905], [-0.991, -0.849, 2.366], [-1.005, -0.951, 3.683], [-1.786, -1.666, 1.470], [-2.670, -2.649, 1.928], [-3.535, -3.256, 1.142], [-3.539, -2.876, -0.139], [-2.617, -1.972, -0.624], [-1.715, -1.393, 0.156], [-0.044, 0.224, 5.041], [0.895, 1.590, 3.058], [-2.657, -2.920, 2.978], [-4.285, -3.335, -0.774], [-2.572, -1.708, -1.674], [4.630, -0.198, 0.672], [2.934, 0.050, 0.961], [2.295, 0.761, 0.095], [3.158, 1.216, -0.890], [2.831, 2.072, -1.942], [3.803, 2.405, -2.862], [5.107, 1.917, -2.747], [5.465, 1.101, -1.691], [4.487, 0.769, -0.763], [2.480, -0.401, 1.831], [1.836, 2.487, -1.997], [3.542, 3.048, -3.693], [5.852, 2.189, -3.484], [6.476, 0.730, -1.591], [-0.936, 0.129, -6.065], [-1.831, -0.106, -4.403], [-2.997, 1.375, -4.197], [-2.833, -1.715, -4.498], [0.054, 0.193, -2.965], [0.678, -2.106, -2.263], [2.002, -2.456, -0.933], [1.568, -2.461, -3.916], [-0.496, -3.609, -2.164], [-1.599, 0.186, -6.930], [-0.229, -0.690, -6.223], [-0.352, 1.049, -6.007], [-3.677, 1.487, -5.044], [-2.402, 2.289, -4.121], [-3.598, 1.298, -3.289], [-3.432, -1.732, -5.411], [-3.515, -1.833, -3.653], [-2.167, -2.580, -4.523], [2.888, -1.840, -1.088], [2.301, -3.505, -1.003], [1.624, -2.286, 0.079], [2.170, -1.606, -4.227], [0.822, -2.642, -4.696], [2.212, -3.342, -3.850], [-0.849, -3.822, -1.155], [0.080, -4.473, -2.505], [-1.366, -3.515, -2.817], [-4.328, 7.172, -1.310], [-3.214, 6.767, -0.332], [-1.971, 7.599, -0.657], [-3.649, 7.095, 1.104], [-2.960, 5.266, -0.468], [-3.995, 4.368, -0.196], [-3.868, 2.992, -0.359], [-2.654, 2.520, -0.808], [-2.264, 1.248, -1.122], [-0.921, 1.340, -1.558], [-0.522, 2.692, -1.499], [-1.603, 3.397, -1.043], [-1.728, 4.761, -0.891], [-4.530, 8.244, -1.235], [-5.254, 6.636, -1.101], [-4.032, 6.949, -2.336], [-2.202, 8.658, -0.538], [-1.646, 7.442, -1.686], [-1.144, 7.358, 0.014], [-3.771, 8.174, 1.223], [-2.900, 6.750, 1.818], [-4.599, 6.619, 1.351], [-4.948, 4.744, 0.153], [-4.690, 2.320, -0.149], [-0.881, 5.395, -1.111]], "forces_ev_per_angstrom": [[0.49, 0.12, -1.08], [0.05, 0.08, 0.05], [0.12, 0.06, 0.25], [-0.40, -0.24, 0.11], [0.65, 0.65, 0.52], [-0.16, -0.19, -0.24], [-0.80, -0.71, -1.00], [0.41, 0.36, 0.58], [-0.17, -0.02, -0.42], [-0.12, -0.24, 0.45], [0.20, 0.18, -0.35], [-0.59, -0.26, 1.31], [0.01, 0.02, 0.03], [-0.01, -0.01, -0.02], [-0.07, -0.01, -0.04], [0.04, 0.04, -0.11], [0.01, -0.01, 0.03], [-0.13, 0.07, -0.04], [0.29, 0.05, -0.17], [0.08, 0.11, 0.47], [0.58, 0.01, -0.19], [-0.08, 0.06, 0.10], [-0.13, 0.01, 0.02], [0.09, -0.09, 0.08], [0.13, 0.05, -0.11], [-0.32, -0.12, 0.15], [-0.11, -0.02, -0.04], [-0.11, -0.08, -0.09], [0.03, 0.03, 0.02], [-0.02, -0.01, -0.01], [0.00, 0.03, 0.00], [-0.08, -0.18, 0.35], [-0.04, 0.28, -0.57], [0.17, -0.23, 0.19], [0.26, 0.14, 0.22], [0.03, -0.45, -0.57], [0.35, -0.33, -0.38], [-0.23, 0.22, -0.12], [-0.11, 0.20, 0.23], [-0.10, 0.43, 0.13], [-0.08, -0.02, 0.05], [0.00, 0.02, -0.04], [-0.01, 0.01, -0.06], [0.06, -0.10, -0.08], [-0.03, 0.01, 0.01], [0.03, 0.00, -0.02], [0.01, 0.11, -0.03], [0.01, -0.01, -0.02], [-0.05, 0.01, -0.04], [0.01, 0.02, 0.02], [-0.07, -0.03, -0.08], [0.10, -0.04, 0.06], [0.04, -0.05, -0.01], [0.02, 0.01, -0.03], [-0.03, -0.04, 0.04], [0.02, 0.00, 0.00], [0.08, 0.04, -0.01], [0.03, -0.04, 0.05], [0.05, 0.02, 0.04], [-0.04, 0.04, 0.02], [-0.04, -0.07, 0.02], [0.02, -0.02, -0.05], [-0.01, -0.02, 0.01], [-0.08, 0.05, 0.06], [0.07, -0.19, -0.01], [0.21, 0.22, -0.06], [-0.48, 0.15, 0.03], [-0.07, -0.31, 0.39], [0.10, 0.34, 0.12], [-0.17, -0.16, -0.05], [0.14, -0.09, 0.00], [0.00, 0.00, 0.00], [-0.01, 0.01, -0.01], [-0.02, 0.01, -0.01], [0.00, 0.00, 0.00], [0.03, 0.01, 0.01], [0.02, 0.02, -0.01], [-0.02, 0.00, 0.01], [0.00, 0.02, 0.01], [0.01, -0.01, 0.02], [0.01, 0.04, -0.03], [-0.01, 0.01, -0.03], [-0.03, 0.03, -0.01]], "gap_ev": 6.27, "homo_ev": -6.42}

In order of appearance, strongest force on any atom = 3.65, 1.46 eV/A.
In order of appearance, energy above the lowest of the compared OMol25 structures with the same formula, charge and spin = 224.2, 144.2 kJ/mol.